1.
Below is C4H4N2 in the gas phase, with properties calculated with the ωB97M-V functional and the def2-TZVPD basis.

The value obtained for the energy above the lowest of the compared OMol25 structures with the same formula, charge and spin is 47.1 kcal per mole. Its largest force on an atom is 3.0 eV/A. Its frontier orbital gap is 9.71 eV.

```
10
Properties=species:S:1:pos:R:3:lowdin_charge:R:1
C 1.19 -1.57 -0.04 -0.02
N 0.60 -0.58 -0.64 0.02
C -0.24 0.51 -0.08 -0.36
C -1.01 1.25 -0.90 0.09
C -0.32 0.69 1.31 -0.23
N -0.35 0.73 2.45 0.17
H 1.85 -2.24 -0.66 0.08
H 1.03 -1.93 0.95 0.06
H -1.02 1.20 -2.01 0.09
H -1.74 1.94 -0.38 0.10
```



2.
Below is 2 unconnected molecules or ions with the total composition C2H5N3S2, with properties calculated with the ωB97M-V functional and the def2-TZVPD basis.

The value obtained for the energy above the lowest of the compared OMol25 structures with the same formula, charge and spin is 78.6 kcal per mole. Its largest force on an atom is 4.6 eV/A. Its frontier orbital gap is 8.38 eV.

```
12
Properties=species:S:1:pos:R:3:lowdin_charge:R:1
C -0.26 -1.22 -1.47 -0.49
N -0.17 -1.34 -0.21 -0.07
N 0.53 -0.60 0.56 -0.10
C 1.61 -0.10 0.26 -0.52
S 2.49 -0.34 -1.31 0.49
S 0.82 -0.16 -2.48 0.48
H -1.05 -1.82 -1.97 0.08
H 2.28 0.30 1.03 0.08
N -1.29 1.20 1.38 0.02
H -1.54 1.40 2.37 0.04
H -2.10 0.70 1.06 0.00
H -1.31 1.99 0.78 0.00
```



3.
Below is 2 unconnected molecules or ions with the total composition C4H8Cl2O3, with properties calculated with the ωB97M-V functional and the def2-TZVPD basis.

Its largest force on an atom is 2.6 eV/A. Its frontier orbital gap (spin up / spin down) is 10.12 / 3.50 eV. Its charge is +1. Its multiplicity is 2. As for the expectation value of S²: 0.778.

```
17
Properties=species:S:1:pos:R:3:lowdin_charge:R:1
C 0.41 -1.62 -1.76 0.07
O -0.54 -0.69 -1.15 0.01
C -1.28 0.18 -1.78 -0.42
O -1.33 0.47 -3.00 0.36
O -2.21 0.74 -0.96 0.14
C -2.25 0.42 0.43 0.03
H 0.70 -2.41 -1.06 0.11
H 1.33 -1.23 -2.20 0.12
H -0.28 -2.05 -2.49 0.11
H -2.96 1.13 0.86 0.13
H -1.30 0.51 0.96 0.04
H -2.69 -0.54 0.66 0.14
C 2.46 0.98 2.43 -1.00
Cl 1.11 0.94 1.32 0.57
Cl 3.98 1.33 1.54 0.52
H 2.31 1.77 3.16 0.04
H 2.55 0.08 3.03 0.04
```



4.
Below is 2 unconnected molecules or ions with the total composition CH6NOP, with properties calculated with the ωB97M-V functional and the def2-TZVPD basis.

The value obtained for the energy above the lowest of the compared OMol25 structures with the same formula, charge and spin is 76.1 kcal per mole. Its largest force on an atom is 3.6 eV/A. Its frontier orbital gap (spin up / spin down) is 8.73 / 7.36 eV.

```
10
Properties=species:S:1:pos:R:3:lowdin_charge:R:1
C -0.20 -0.36 1.70 -0.01
N 0.32 -1.18 -1.74 -0.26
O 0.49 1.51 -1.74 -0.41
P 1.15 0.17 -0.98 0.80
H -0.62 -1.16 1.09 -0.04
H -0.75 0.43 1.96 -0.08
H 0.49 -0.70 2.42 -0.04
H -0.67 -1.15 -1.90 0.02
H 0.62 -2.08 -1.41 0.00
H 1.05 2.27 -1.56 0.02
```